Below is a single C5H10O molecule, with properties calculated with wB97M-V/def2-TZVPD.

Cartesian coordinates (Å):
O: -0.385 -0.606 -0.252
C: 2.572 1.681 -0.517
C: -2.277 -1.866 0.428
C: -1.582 -0.523 0.505
C: 1.603 0.564 -0.767
C: 0.467 0.441 -0.087
H: -3.224 -1.837 0.976
H: -1.344 -0.271 1.549
H: 2.769 2.266 -1.423
H: 2.191 2.367 0.248
H: -2.223 0.276 0.104
H: 0.168 1.176 0.663
H: 1.852 -0.190 -1.512
H: -2.482 -2.129 -0.613
H: 3.537 1.296 -0.165
H: -1.643 -2.645 0.863

Output
**Electronic energy**: -7393.698 eV
**Structure (SMILES)**: C/C=C/OCC
**2S+1**: 1
**Total charge**: 0
**M**: 86.13 g mol⁻¹

These are the Mulliken partial charges, in e, on atoms 1 to 2: number 1, O, carries -0.3446; number 2, C, carries -1.0467